The following is a quantum chemistry calculation of an isolated molecule of C14H22Si2 at a distorted geometry, from the OMol25 dataset.

As for the net charge: 0. The molar mass is 246.50 g/mol. The calculation puts the gap between HOMO and LUMO at 8.925 eV. For the LUMO energy, the calculation gives 0.03138 hartree. As for the total energy: -1125.662663 a.u. As for the SMILES: C[Si]1(C)Cc2cc3c(cc2C1)C[Si](C)(C)C3. As for the HOMO energy: -8.1 eV.

The geometry in XYZ format:
```
38
Properties=species:S:1:pos:R:3:forces:R:3
C 1.284 -0.179 -0.460 0.3 -2.2 -1.9
C -1.367 0.425 0.200 0.3 -1.4 -0.5
C 0.996 0.987 0.141 -0.7 1.7 1.4
C 0.265 -1.046 -0.924 -0.9 -0.4 2.2
C -0.345 1.303 0.472 0.9 0.9 0.0
C -1.069 -0.801 -0.443 1.5 -0.1 -0.9
C 1.295 3.636 3.199 1.5 1.7 -0.6
C 1.406 4.947 0.021 -1.0 1.5 1.1
C -0.737 -4.672 0.210 0.5 -1.3 -0.1
C -2.039 -4.196 -2.755 2.3 -0.6 1.7
C 2.073 1.988 0.571 0.0 0.0 -1.3
C 0.522 -2.465 -1.482 1.2 0.5 -0.9
C -0.539 2.677 1.095 0.7 0.0 -0.1
C -2.019 -1.922 -0.812 -0.4 0.7 0.3
Si 1.179 3.507 1.209 -1.1 -0.7 1.7
Si -1.068 -3.449 -1.264 0.2 0.4 0.3
H 2.330 -0.458 -0.629 -0.3 0.1 -0.1
H -2.380 0.644 0.491 -0.2 0.1 0.1
H 0.421 4.113 3.680 0.2 -0.3 -0.5
H 2.194 4.223 3.604 -1.1 -0.8 -0.7
H 1.407 2.621 3.567 -0.1 -0.2 0.0
H 1.330 6.013 0.409 0.1 -1.4 -0.2
H 0.637 4.868 -0.756 0.2 -0.1 0.0
H 2.367 4.840 -0.413 1.0 0.0 -0.6
H -1.228 -4.332 1.127 -0.4 0.0 -0.2
H -1.170 -5.661 -0.097 0.0 0.7 0.5
H 0.301 -4.982 0.612 -1.2 1.0 -1.2
H -1.265 -4.905 -3.080 -0.7 -0.4 -0.5
H -2.218 -3.505 -3.540 -0.3 0.7 -0.5
H -2.931 -4.686 -2.395 -0.2 -0.3 -0.1
H 2.728 1.534 1.276 0.6 -0.4 0.8
H 2.706 2.226 -0.301 -0.1 0.0 0.2
H 0.919 -2.414 -2.538 -0.2 -0.1 1.1
H 1.271 -2.960 -0.826 -0.1 0.3 -0.7
H -0.807 2.614 2.164 -0.8 0.1 -0.7
H -1.175 3.262 0.432 -0.6 0.1 0.6
H -2.729 -2.203 -0.052 -0.6 0.4 0.4
H -2.546 -1.592 -1.712 -0.4 -0.2 0.1
```
Positions in Å, forces in eV/Å.